No. 1
{"formula": "C23H49N3P4SeSn", "method": "ωB97M-V/def2-TZVPD", "species": ["Sn", "P", "P", "P", "H", "C", "C", "H", "C", "C", "C", "C", "C", "C", "C", "C", "C", "H", "H", "H", "H", "H", "H", "H", "H", "H", "H", "H", "H", "H", "H", "H", "H", "H", "H", "H", "H", "H", "H", "H", "H", "H", "H", "H", "H", "H", "C", "C", "C", "C", "C", "C", "Se", "H", "H", "H", "H", "H", "H", "C", "N", "C", "N", "C", "N", "C", "P", "C", "C", "H", "H", "H", "H", "H", "H", "H", "H", "H", "H", "H", "H"], "positions_angstrom": [[0.6626, -0.7385, -0.3204], [2.7646, -2.2386, 0.4509], [1.8712, 1.3761, -1.5379], [0.3881, -2.0581, -2.6998], [-1.9357, -0.2795, 0.6883], [-1.6514, -1.1392, 0.0682], [-1.1409, -2.3172, 0.6482], [-0.9763, -2.3917, 1.7257], [3.4112, -2.1075, 2.1562], [4.2694, -1.9647, -0.5463], [2.4526, -4.0242, 0.2642], [0.6403, 2.5469, -2.2007], [2.9109, 2.4840, -0.5273], [2.9098, 1.0431, -2.9965], [-0.6296, -3.5712, -2.6029], [1.9006, -2.6178, -3.5584], [-0.4803, -1.0142, -3.9206], [-2.1316, -1.1433, -0.9187], [-1.1500, -3.2718, 0.1132], [2.6004, -2.2011, 2.8915], [3.9240, -1.1476, 2.3034], [4.1298, -2.9262, 2.3054], [4.6205, -0.9292, -0.4288], [4.0889, -2.1644, -1.6115], [5.0482, -2.6492, -0.1770], [1.5888, -4.3210, 0.8736], [3.3441, -4.5603, 0.6189], [2.2598, -4.2931, -0.7837], [1.1714, 3.3732, -2.6957], [0.0231, 2.9539, -1.3897], [-0.0224, 2.0581, -2.9257], [3.3407, 3.2545, -1.1870], [3.7284, 1.9220, -0.0552], [2.3245, 2.9775, 0.2614], [3.3371, 1.9981, -3.3374], [2.3274, 0.6044, -3.8188], [3.7314, 0.3600, -2.7402], [-0.7431, -3.9814, -3.6175], [-1.6223, -3.3452, -2.1915], [-0.1439, -4.3227, -1.9637], [1.6088, -3.0337, -4.5352], [2.4141, -3.3990, -2.9782], [2.5942, -1.7807, -3.7192], [-0.7723, -1.6465, -4.7723], [0.1687, -0.2024, -4.2799], [-1.3853, -0.5680, -3.4814], [-4.8757, 1.8069, -1.9679], [-4.9523, 0.7767, -1.0091], [-6.1858, 0.2041, -0.6943], [-7.3637, 0.6825, -1.2846], [-7.2966, 1.7494, -2.1936], [-6.0679, 2.3151, -2.5322], [-3.1772, 2.4780, -2.5358], [-2.4045, 1.7334, -1.4678], [-4.0397, 0.4260, -0.5309], [-6.2242, -0.6221, 0.0186], [-8.3233, 0.2286, -1.0333], [-8.2132, 2.1374, -2.6424], [-6.0128, 3.1431, -3.2426], [0.6663, 3.1995, 3.8823], [-0.5839, 2.6902, 3.2753], [-1.2419, 1.7436, 4.2073], [-0.3470, 0.6317, 4.6130], [0.8833, 1.1933, 5.2046], [1.5885, 2.1097, 4.2767], [2.1361, 1.4051, 3.1184], [0.7703, 0.6243, 2.1055], [-0.3671, 2.1045, 1.9642], [-0.0642, -0.2806, 3.5069], [0.3818, 3.7604, 4.7863], [1.1762, 3.8573, 3.1630], [-2.1456, 1.3341, 3.7326], [-1.5132, 2.3045, 5.1107], [1.5580, 0.3718, 5.4792], [0.5835, 1.7680, 6.0946], [2.7033, 2.1052, 2.4864], [2.8243, 0.6133, 3.4521], [-1.3314, 1.7809, 1.5376], [0.0890, 2.8389, 1.2827], [0.6027, -1.0897, 3.8435], [-1.0026, -0.7278, 3.1434]], "mulliken_charge": [0.1303, 1.0512, 0.7390, 0.7262, 0.4110, -0.2777, -1.0787, 0.2682, -1.2080, -1.2853, -1.1885, -1.1957, -1.1613, -1.1781, -1.2560, -1.1159, -1.0042, 0.5617, 0.3212, 0.3312, 0.3262, 0.5678, 0.3604, 0.3368, 0.5188, 0.3902, 0.5176, 0.3296, 0.5024, 0.3606, 0.2340, 0.5849, 0.3646, 0.3190, 0.5380, 0.3466, 0.3632, 0.4952, 0.3743, 0.3297, 0.5134, 0.3608, 0.2643, 0.5054, 0.2998, 0.2056, 0.5629, 0.1917, -0.5270, -0.4139, -0.6017, -0.4396, 0.3169, -0.0265, 0.1538, 0.4093, 0.4470, 0.4246, 0.4013, -0.9204, 0.1727, -0.9194, 0.1569, -0.9298, 0.1740, -1.2962, 1.3370, -1.0765, -1.1151, 0.3269, 0.3888, 0.3714, 0.3309, 0.3958, 0.3371, 0.3942, 0.4999, 0.3184, 0.4095, 0.3013, 0.5441], "total_energy_ha": -5049.64495, "charge": 4}

---

No. 2
{"formula": "C23H32N2O4S", "method": "ωB97M-V/def2-TZVPD", "species": ["O", "C", "N", "H", "C", "C", "C", "C", "C", "C", "H", "H", "H", "H", "H", "H", "H", "H", "H", "H", "H", "C", "H", "H", "O", "C", "O", "C", "C", "C", "C", "C", "C", "S", "C", "C", "O", "N", "H", "C", "C", "C", "C", "C", "C", "H", "H", "H", "H", "H", "H", "H", "H", "H", "H", "H", "H", "H", "H", "H", "H", "H"], "positions_angstrom": [[2.7627, -4.9385, -2.0073], [2.7934, -3.7391, -1.8332], [2.8762, -3.1347, -0.6431], [2.9033, -2.1243, -0.6056], [2.8991, -3.8531, 0.6151], [1.5099, -3.8799, 1.2633], [1.0763, -2.4919, 1.7238], [2.1052, -1.8979, 2.6808], [3.4812, -1.8323, 2.0246], [3.9228, -3.2187, 1.5588], [4.0367, -3.8699, 2.4276], [4.8906, -3.1555, 1.0568], [3.4508, -1.1434, 1.1774], [4.2139, -1.4396, 2.7333], [2.1652, -2.5194, 3.5780], [1.7897, -0.8979, 2.9862], [0.9436, -1.8335, 0.8643], [0.1069, -2.5584, 2.2204], [1.5445, -4.5553, 2.1208], [0.7910, -4.2813, 0.5470], [3.1987, -4.8785, 0.3692], [2.7831, -2.7505, -3.0179], [3.6742, -2.1141, -2.9619], [2.7799, -3.3227, -3.9469], [1.6168, -1.9359, -3.0668], [1.6043, -0.7995, -2.3652], [2.5096, -0.4756, -1.6251], [0.4014, 0.0092, -2.6588], [-0.6600, -0.5818, -3.3470], [-1.7493, 0.1612, -3.7526], [-1.7865, 1.5241, -3.5012], [-0.7590, 2.1185, -2.7943], [0.3183, 1.3692, -2.3404], [1.5305, 2.2504, -1.3792], [1.3309, 1.4276, 0.2419], [-0.1427, 1.1981, 0.5167], [-0.6408, 0.0920, 0.4905], [-0.8292, 2.3266, 0.7753], [-0.3555, 3.2145, 0.7055], [-2.2494, 2.3510, 1.0595], [-3.0329, 2.9671, -0.1015], [-4.5251, 2.9857, 0.2164], [-4.7905, 3.7575, 1.5052], [-4.0093, 3.1421, 2.6619], [-2.5156, 3.1263, 2.3501], [-1.9639, 2.6678, 3.1730], [-2.1575, 4.1527, 2.2315], [-4.1877, 3.7094, 3.5773], [-4.3532, 2.1193, 2.8282], [-5.8582, 3.7466, 1.7312], [-4.4871, 4.7989, 1.3747], [-5.0715, 3.4416, -0.6114], [-4.8806, 1.9594, 0.3283], [-2.8480, 2.3868, -1.0072], [-2.6810, 3.9884, -0.2707], [-2.5463, 1.3044, 1.1833], [1.7824, 2.1060, 0.9642], [1.8675, 0.4818, 0.2212], [-0.7820, 3.1749, -2.5734], [-2.6223, 2.1192, -3.8383], [-2.5633, -0.3175, -4.2752], [-0.6122, -1.6378, -3.5594]], "nbo_charge": [-0.6191, 0.6500, -0.6351, 0.4263, -0.0562, -0.4054, -0.4002, -0.4010, -0.4017, -0.4025, 0.2056, 0.2121, 0.1878, 0.2104, 0.1919, 0.2049, 0.2119, 0.2134, 0.1982, 0.2164, 0.2313, -0.1631, 0.2086, 0.2203, -0.4927, 0.8073, -0.6298, -0.1965, -0.0878, -0.2298, -0.1836, -0.2224, -0.1302, 0.2556, -0.6188, 0.6727, -0.6303, -0.6135, 0.3964, -0.0602, -0.4038, -0.3971, -0.3960, -0.3962, -0.3994, 0.2152, 0.1889, 0.2099, 0.1981, 0.2093, 0.1921, 0.2082, 0.1983, 0.2200, 0.1888, 0.2301, 0.2368, 0.2595, 0.2288, 0.2194, 0.2198, 0.2281], "smiles": "O=C(COC(=O)c1ccccc1SCC(=O)NC1CCCCC1)NC1CCCCC1", "total_energy_ha": -1704.37093, "charge": 0}

---

Energy relative to the best compared isomer or geometry (same formula, charge and spin) across the listed records, respectively: 0.000; 0.071 eV.